Entry from OMol25: a 2-piece molecular cluster, CH6NS overall in a non-equilibrium geometry (ωB97M-V/def2-TZVPD).

```
9
CH6NS, DFT ωB97M-V/def2-TZVPD
N 2.40640 0.13357 -0.78229
H 1.60904 0.57143 -1.25161
H 2.81947 -0.72972 -1.11625
H 1.86388 -0.14177 0.07626
C -1.78745 0.12635 0.68595
S -0.94869 -0.57788 -0.79949
H -2.72941 -0.48144 0.84588
H -1.96127 1.20561 0.66793
H -1.27198 -0.10615 1.67363
```

Results
ΔE to the lowest compared entry with this formula, charge and spin ... 45.7 kJ/mol
Energy ... -494.64711 Eh
Lowest unoccupied orbital energy ... 0.1641 hartree
Spin multiplicity ... 1
Total charge ... -1

natural (NBO) population analysis, charges in e, atoms 1 to 8: -1.138, 0.398, 0.351, 0.374, -0.746, -0.742, 0.172, 0.171


Entry from OMol25: an isolated molecule of C5H7NS2 in a non-equilibrium geometry (ωB97M-V/def2-TZVPD).

```
15
C5H7NS2, DFT ωB97M-V/def2-TZVPD
S 2.50713 -0.39848 0.15540
C 0.83115 0.00984 -0.26040
N 0.57298 1.25495 -0.68919
C -0.69515 1.84510 -0.62963
C -1.40992 1.37286 0.36645
C -1.05837 0.36513 1.38773
C -0.27036 -0.68050 0.59132
S -1.39243 -1.54549 -0.57460
H 1.34092 1.69837 -1.06534
H -0.64035 2.55800 -1.41945
H -2.28561 1.94390 0.71395
H -0.35638 0.61368 2.18958
H -2.04640 0.09852 1.97956
H 0.16860 -1.46042 1.24888
H -2.41083 -0.60756 -0.84843
```

Results
ΔE to the lowest compared entry with this formula, charge and spin ... 203.4 kJ/mol
Energy ... -1045.76660 Eh
Lowest unoccupied orbital energy ... -0.0134 hartree
Spin multiplicity ... 1
Total charge ... 0

natural (NBO) population analysis, charges in e, atoms 1 to 8: -0.229, 0.193, -0.582, -0.032, -0.223, -0.462, -0.399, -0.048


Entry from OMol25: C4H7Cl as an isolated structure in a non-equilibrium geometry (ωB97M-V/def2-TZVPD).

```
12
C4H7Cl, DFT ωB97M-V/def2-TZVPD
C 0.71271 0.94007 0.29266
C -0.02567 -0.26380 1.01394
C -0.60145 -0.96816 -0.32841
C -0.01521 0.42971 -0.96831
H 0.37091 1.87817 0.61552
H -0.76845 0.32538 1.90240
H 0.52445 -0.70425 1.79648
H -0.17295 -2.31665 -0.21879
H -1.88628 -1.04052 -0.57093
H 0.71539 0.19972 -1.85268
H -1.14664 0.67230 -1.48877
Cl 2.29319 0.84804 -0.19311
```

Results
ΔE to the lowest compared entry with this formula, charge and spin ... 471.8 kJ/mol
Energy ... -616.59782 Eh
Lowest unoccupied orbital energy ... 0.0340 hartree
Spin multiplicity ... 1
Total charge ... 0

natural (NBO) population analysis, charges in e, atoms 1 to 8: -0.323, -0.408, -0.430, -0.423, 0.222, 0.202, 0.224, 0.220


Entry from OMol25: an isolated molecule of CH4N2O2 in a non-equilibrium geometry (ωB97M-V/def2-TZVPD).

```
9
CH4N2O2, DFT ωB97M-V/def2-TZVPD
H 2.48969 0.44378 1.23570
N 1.69484 0.26132 0.61768
N 0.55788 0.64609 0.81182
C -0.53114 -0.04828 -0.12480
O -0.10801 -1.30553 -0.25687
O -1.21506 0.24876 -1.45434
H -1.26641 -0.17157 0.71999
H 0.80583 -1.18227 -0.64447
H -1.48252 1.13502 -1.36590
```

Results
ΔE to the lowest compared entry with this formula, charge and spin ... 295.0 kJ/mol
Energy ... -300.37528 Eh
Lowest unoccupied orbital energy ... 0.0084 hartree
Spin multiplicity ... 1
Total charge ... 0

natural (NBO) population analysis, charges in e, atoms 1 to 8: 0.356, -0.368, -0.118, 0.429, -0.686, -0.690, 0.140, 0.475


| no. | highest occupied orbital energy (eV) |
| --- | --- |
| 1 | -2.2 |
| 2 | -8.3 |
| 3 | -10.1 |
| 4 | -9.4 |